Record 1
Here is 2 unconnected molecules or ions with the total composition C3H12NOS from the OMol25 dataset. Energies are from ωB97M-V/def2-TZVPD.

Geometry as XYZ:
```
18
Properties=species:S:1:pos:R:3:forces:R:3:lowdin_charge:R:1
C 0.37489 -1.78358 -0.30817 1.12 2.41 -0.92 -0.180
C 1.06991 -0.53862 -0.93093 -0.31 -1.52 -2.02 -0.271
C 1.68382 0.37060 0.05532 0.91 0.68 1.42 -0.506
S 0.35232 0.92735 1.16469 -2.71 -1.13 -3.46 0.857
N -0.99946 -1.51733 0.06640 -3.87 -0.90 0.05 0.114
H 0.95721 -1.80238 0.58069 0.10 -1.58 1.05 0.114
H 0.31124 -2.61905 -0.95272 0.76 -0.97 -0.44 0.127
H 1.95491 -0.93043 -1.50312 -1.17 0.28 -0.10 0.146
H 0.31361 -0.02229 -1.57790 1.00 -0.18 0.17 0.126
H 2.34963 -0.13239 0.78846 -0.03 -0.07 -0.93 0.092
H 2.29837 1.12998 -0.48087 -0.85 -0.08 0.66 0.114
H 1.03050 1.49283 1.98908 2.67 2.20 3.52 -0.197
H -1.69026 -1.13197 -0.65880 1.65 -0.25 0.58 0.185
H -1.01954 -0.80127 0.81616 -0.19 -0.54 0.18 0.060
H -1.46684 -2.45436 0.32659 0.81 1.94 0.20 0.211
H -2.89689 1.49882 -1.67448 -4.16 1.33 -2.59 -0.035
H -2.04921 2.12387 -0.42924 -0.93 -1.98 -2.53 0.107
O -2.18817 1.39274 -1.15262 5.17 0.36 5.16 -0.063
```
Forces are in eV/Å.

The spin multiplicity is 1. As for the LUMO energy: -3.24 eV. The total charge is +1. The value obtained for the orbital gap is 10.16 eV. Its energy above the lowest of the compared OMol25 structures with the same formula, charge and spin is 148.11 kJ/mol.

---

Record 2
Here is 2 unconnected molecules or ions with the total composition C3H12NS from the OMol25 dataset. Energies are from ωB97M-V/def2-TZVPD.

Geometry as XYZ:
```
17
Properties=species:S:1:pos:R:3:forces:R:3:lowdin_charge:R:1
C 2.41505 1.99698 0.99410 -1.13 -4.83 0.72 0.083
N 1.76411 0.87494 -0.07972 0.88 -0.36 5.92 0.110
H 1.81065 1.86969 1.96844 0.94 -0.02 -1.60 0.116
H 1.98588 2.80064 0.47292 1.19 2.09 -0.28 0.064
H 3.45099 1.51993 1.16749 -1.29 2.21 -0.62 0.129
H 2.19061 -0.04818 0.13607 -0.88 0.57 -0.08 0.158
H 0.75734 0.88503 0.11931 0.00 -0.75 -0.53 -0.003
H 1.97169 1.06294 -0.98545 0.64 1.15 -3.51 0.089
C -0.88502 -2.39753 -0.81676 -3.00 2.93 -1.04 -0.277
S -0.93921 -0.51309 -0.33833 0.11 -0.94 -0.24 0.708
C -2.68091 0.01457 0.03661 -0.51 -1.96 0.35 -0.382
H -0.08144 -2.69012 -1.38435 3.01 0.03 -0.47 -0.004
H -1.04445 -2.95612 0.04835 -0.40 -1.01 1.10 0.011
H -1.59227 -2.53987 -1.66437 -0.58 0.11 1.23 0.058
H -3.19663 0.06853 -0.92625 0.06 0.72 0.31 0.027
H -2.74487 0.91728 0.71298 0.38 -1.03 -1.07 0.060
H -3.18151 -0.86560 0.53895 0.58 1.08 -0.15 0.052
```
Forces are in eV/Å.

The spin multiplicity is 1. As for the LUMO energy: -3.52 eV. The total charge is +1. The value obtained for the orbital gap is 8.91 eV. Its energy above the lowest of the compared OMol25 structures with the same formula, charge and spin is 216.00 kJ/mol.

---

Record 3
Here is 2 unconnected molecules or ions with the total composition C3H12NS from the OMol25 dataset. Energies are from ωB97M-V/def2-TZVPD.

Geometry as XYZ:
```
17
Properties=species:S:1:pos:R:3:forces:R:3:lowdin_charge:R:1
C 0.55301 1.51557 2.14448 -0.26 0.39 -0.50 -0.045
N 0.39484 0.03457 2.20280 -0.16 0.18 0.23 0.099
H -0.36356 1.95191 1.77546 -0.41 -0.01 0.23 0.092
H 1.28744 1.81956 1.40701 0.38 -0.39 0.09 0.096
H 0.79997 1.88777 3.12545 0.08 0.10 0.20 0.101
H -0.30032 -0.20990 2.90819 0.22 -0.09 0.20 0.165
H 0.02701 -0.33308 1.29143 0.43 0.22 -0.35 0.039
H 1.29279 -0.38977 2.43074 -0.16 -0.30 0.02 0.165
C 1.08546 -0.74941 -1.78882 -0.17 -0.12 0.47 -0.364
S -0.22888 0.08984 -0.85907 -0.22 -0.27 -0.24 0.776
C -1.69360 -0.84126 -1.40687 0.42 0.35 0.12 -0.365
H 1.98302 -0.71876 -1.17263 0.12 0.21 -0.29 0.034
H 0.83618 -1.79515 -1.92048 -0.15 -0.17 -0.02 0.043
H 1.21412 -0.28319 -2.75617 0.19 0.12 -0.06 0.042
H -1.79269 -0.74935 -2.48111 -0.08 0.03 -0.13 0.046
H -2.54679 -0.38313 -0.91616 -0.12 -0.08 -0.02 0.037
H -1.58568 -1.87973 -1.12363 -0.11 -0.18 0.04 0.040
```
Forces are in eV/Å.

The spin multiplicity is 1. As for the LUMO energy: -3.41 eV. The total charge is +1. The value obtained for the orbital gap is 9.40 eV. Its energy above the lowest of the compared OMol25 structures with the same formula, charge and spin is 11.58 kJ/mol.

---

Record 4
Here is 3 unconnected molecules or ions with the total composition C3H12O2S from the OMol25 dataset. Energies are from ωB97M-V/def2-TZVPD.

Geometry as XYZ:
```
18
Properties=species:S:1:pos:R:3:forces:R:3:lowdin_charge:R:1
C -3.26322 -1.56429 -0.51518 -2.16 3.38 -3.65 -0.211
C -2.08041 -2.25118 -1.17931 2.03 -1.33 2.11 -0.526
S -0.61158 -1.06145 -1.47823 -2.19 0.05 -0.92 0.755
C 0.88254 -1.79723 -0.93935 1.77 -3.77 1.61 -0.532
H -4.28379 -2.01785 -0.78873 1.64 0.27 0.62 0.083
H -3.24176 -1.25601 0.53504 0.51 -0.58 -0.26 0.060
H -3.33956 -0.49770 -1.13014 -0.10 -2.28 1.65 0.102
H -1.67900 -2.86439 -0.34031 0.13 -0.10 -0.74 0.053
H -2.25407 -2.97726 -2.00525 -0.20 1.08 0.35 0.076
H 0.69117 -2.66523 -0.14012 0.19 2.06 -1.35 0.075
H 1.40413 -0.98747 -0.43810 0.23 -0.11 0.15 0.003
H 1.66466 -2.35036 -1.61764 -1.86 1.33 0.43 0.064
O 0.55858 2.93727 1.59101 -0.31 -0.93 -1.27 -0.048
H 0.08454 3.71328 1.28438 0.25 0.19 0.64 0.033
H 0.98030 3.02086 2.43251 0.05 0.73 0.63 0.015
O 4.93214 3.97211 1.24506 0.24 0.23 1.61 -0.079
H 4.33269 4.72607 1.29373 -0.07 -0.04 -0.35 0.026
H 5.22266 3.92083 2.19064 -0.16 -0.19 -1.26 0.053
```
Forces are in eV/Å.

The spin multiplicity is 1. As for the LUMO energy: 0.61 eV. The value obtained for the orbital gap is 8.92 eV. Its energy above the lowest of the compared OMol25 structures with the same formula, charge and spin is 189.72 kJ/mol. The SMILES is CCSC.O.O.

---

Record 5
Here is 3 unconnected molecules or ions with the total composition C3H12O2S2 from the OMol25 dataset. Energies are from ωB97M-V/def2-TZVPD.

Geometry as XYZ:
```
19
Properties=species:S:1:pos:R:3:forces:R:3:lowdin_charge:R:1
C -1.21216 2.73135 -1.50506 2.57 -0.06 1.68 -0.177
C -1.36985 1.95757 -0.15719 -0.10 0.33 -0.95 -0.593
S -1.26956 0.15216 -0.34214 0.20 -0.44 -0.16 0.517
S -0.44806 -0.19731 -2.28738 -0.25 -0.68 0.06 0.473
C 0.15043 -1.89164 -1.96101 0.50 -0.21 3.00 -0.501
H -0.45961 2.24830 -2.21539 -0.43 1.19 1.40 0.028
H -2.02907 2.88794 -2.10854 -2.52 -0.25 -0.93 0.032
H -0.98840 3.74316 -1.10954 0.66 -0.35 -0.96 0.080
H -2.35994 2.08574 0.24784 -0.55 0.17 -0.06 0.045
H -0.73457 2.42043 0.62713 0.28 -0.78 -0.65 0.069
H -0.26305 -2.85449 -2.28509 -0.95 0.88 -0.39 0.041
H 0.17182 -1.92133 -0.81661 -0.25 -0.24 -1.38 0.013
H 1.19501 -1.99506 -2.15235 0.87 0.44 -0.65 0.005
O 1.79020 0.17939 1.76697 -0.54 0.85 -2.99 -0.098
H 1.43575 1.04465 1.46895 0.07 0.11 1.48 0.024
H 1.77714 -0.07958 0.79925 0.44 -0.98 1.50 0.043
O 1.70575 -3.38921 4.35112 1.34 -0.85 -1.14 -0.076
H 2.12205 -3.81737 3.55161 -0.72 0.76 1.34 0.062
H 0.78612 -3.30470 4.12743 -0.61 0.09 -0.19 0.014
```
Forces are in eV/Å.

The spin multiplicity is 1. As for the LUMO energy: 0.26 eV. The value obtained for the orbital gap is 8.50 eV. Its energy above the lowest of the compared OMol25 structures with the same formula, charge and spin is 210.16 kJ/mol. The SMILES is CCSSC.O.O.

---

Record 6
Here is 3 unconnected molecules or ions with the total composition C3H12O2S2 from the OMol25 dataset. Energies are from ωB97M-V/def2-TZVPD.

Geometry as XYZ:
```
19
Properties=species:S:1:pos:R:3:forces:R:3:lowdin_charge:R:1
C -0.67660 0.69426 -0.86539 -0.24 -1.11 -0.60 -0.273
C -1.32667 -0.14515 0.23086 0.25 1.01 0.42 -0.119
C 0.08320 -0.15733 -1.90435 0.46 -0.68 0.41 -0.455
S 1.75067 -0.74887 -1.35940 -0.09 0.58 0.61 0.698
S 1.37576 -2.11213 0.06429 -0.43 0.32 -0.22 0.596
H -0.08489 1.53114 -0.50870 -0.02 0.09 0.03 0.116
H -1.47477 1.05430 -1.52013 -0.02 0.44 0.14 0.128
H -0.66253 -0.26919 1.09145 -0.12 -0.21 -0.11 0.062
H -2.20504 0.38819 0.59886 0.04 -0.07 0.07 0.091
H -1.66273 -1.09550 -0.14877 -0.08 -0.42 -0.06 0.073
H 0.30768 0.42914 -2.79244 0.13 -0.23 -0.21 0.088
H -0.44039 -1.09096 -2.13444 -0.26 0.40 -0.26 0.091
H 2.19419 -1.58480 1.00125 0.37 -0.17 -0.25 -0.097
H -0.53314 -3.22775 5.38105 0.27 -0.18 0.06 0.025
H -1.84594 -3.69859 5.88769 -0.08 -0.35 0.16 0.036
O -0.95591 -4.02821 5.71347 -0.20 0.54 -0.20 -0.061
H 1.82770 5.37721 -2.61983 0.21 -0.01 -0.35 0.044
H 2.09049 3.91040 -2.85676 0.13 0.05 -0.15 0.014
O 2.23893 4.77386 -3.25870 -0.33 -0.01 0.51 -0.057
```
Forces are in eV/Å.

The spin multiplicity is 2. As for the LUMO energy (alpha / beta): -4.63 / -8.40 eV. The total charge is +1. The value obtained for the orbital gap (alpha / beta) is 9.02 / 5.25 eV. Its expectation value of S² is 0.75. Its energy above the lowest of the compared OMol25 structures with the same formula, charge and spin is 73.25 kJ/mol.

---

Question: The highest energy above the lowest of the compared OMol25 structures with the same formula, charge and spin belongs to which entry?
Answer: number 2

---

Question: Number 4 is which compound?
Answer: C3H12O2S